[1]
The following is a quantum chemistry calculation of a structure of composition C20H18N7ReS at a distorted geometry, from the Open Molecules 2025 dataset.

Energy = -1631.655062 hartree
Total charge = +3
E_HOMO (spin up / spin down) = -15.59 / -15.52 eV
Multiplicity = 2
⟨S²⟩ = 1.0480

Geometry (Å):
Re -0.221 0.183 0.023
C 2.425 -1.280 -3.103
C 1.406 -1.112 -2.058
N 1.155 0.062 -1.490
N 1.813 1.144 -1.862
C 1.266 2.296 -1.589
N 1.841 3.447 -1.849
S -0.378 2.295 -0.855
C 0.511 -2.162 -1.612
C 0.437 -3.430 -2.189
C -0.573 -4.295 -1.804
C -1.481 -3.881 -0.836
C -1.331 -2.627 -0.268
N -0.360 -1.780 -0.629
H 3.040 -0.387 -3.170
H 3.052 -2.146 -2.894
H 1.970 -1.453 -4.081
H 2.763 3.476 -2.262
H 1.357 4.324 -1.717
H 1.149 -3.712 -2.949
H -0.662 -5.268 -2.261
H -2.292 -4.517 -0.523
H -2.010 -2.283 0.504
N -0.083 1.088 7.150
C -0.029 0.630 8.435
C -0.138 1.245 9.672
C -0.033 0.443 10.808
C 0.063 -0.952 10.716
C 0.161 -1.583 9.490
C 0.076 -0.796 8.324
N 0.064 -1.125 7.030
C -0.009 0.000 6.328
C -0.030 0.015 4.889
C 0.103 -1.192 4.178
C 0.070 -1.185 2.802
N -0.109 -0.060 2.080
C -0.209 1.105 2.758
C -0.175 1.186 4.130
H -0.130 2.061 6.887
H -0.369 2.299 9.759
H -0.037 0.908 11.783
H 0.087 -1.534 11.626
H 0.371 -2.641 9.414
H 0.232 -2.118 4.718
H 0.189 -2.108 2.247
H -0.324 2.016 2.176
H -0.259 2.158 4.589

[2]
The following is a quantum chemistry calculation of a structure of composition C20H19AlN2OS5Te at a distorted geometry, from the Open Molecules 2025 dataset.

Energy = -3459.705930 hartree
E_HOMO = -7.91 eV
Multiplicity = 1

Geometry (Å):
Al -1.696 -2.544 0.558
S -0.354 -1.447 -0.879
C 1.194 -2.079 -0.419
C 2.351 -1.459 -0.999
C 3.597 -2.047 -0.933
C 4.855 -1.426 -1.357
N 5.870 -0.941 -1.611
C 3.722 -3.270 -0.151
C 2.623 -3.800 0.539
C 1.345 -3.218 0.368
S 0.023 -3.926 1.294
C 4.978 -3.862 0.183
N 5.956 -4.421 0.471
H 2.263 -0.466 -1.510
H 2.786 -4.723 1.005
C -4.894 -3.891 -0.257
S -3.093 -3.887 -0.901
C -2.665 -5.560 -0.883
H -4.881 -2.997 0.453
H -5.095 -4.849 0.175
H -5.543 -3.695 -1.122
H -1.940 -5.754 -1.644
H -3.530 -6.175 -1.014
H -2.171 -5.827 0.024
C -3.763 0.294 -0.426
O -3.313 -0.884 0.389
C -3.536 -0.795 1.738
S -4.254 0.581 2.333
S -2.688 -1.998 2.623
H -3.035 1.100 -0.156
H -4.808 0.513 -0.168
H -3.653 -0.108 -1.481
C -0.635 4.173 0.759
Te 0.239 2.238 1.622
C 2.045 2.869 0.492
C 1.824 4.292 0.194
C 2.939 5.051 -0.263
C 2.854 6.402 -0.476
C 1.646 7.099 -0.202
C 0.548 6.397 0.223
C 0.598 4.971 0.446
H -1.179 4.581 1.581
H -1.243 3.984 -0.112
H 2.130 2.263 -0.435
H 2.917 2.573 1.056
H 3.877 4.518 -0.552
H 3.711 7.036 -0.706
H 1.489 8.183 -0.364
H -0.410 6.930 0.494

[3]
The following is a quantum chemistry calculation of an isolated molecule of C20H19BClFN2O5 at a distorted geometry, from the Open Molecules 2025 dataset.

Energy = -1844.237785 hartree
E_HOMO = -8.79 eV
Multiplicity = 1

Geometry (Å):
O 3.056 -0.466 -1.744
C 1.847 -0.418 -1.665
N 1.037 -1.543 -1.362
C 1.439 -2.980 -1.478
C 1.164 -3.353 -2.866
C -0.113 -3.114 -3.315
C -0.385 -3.174 -4.661
F -1.461 -2.677 -5.267
C 0.678 -3.613 -5.499
C 1.880 -4.034 -4.958
Cl 3.137 -4.576 -6.011
C 2.111 -3.915 -3.641
C 1.033 0.829 -2.025
O 0.735 0.775 -3.491
C 1.819 2.058 -1.558
C 1.521 2.228 -0.087
N 0.167 1.751 0.041
C -0.586 1.706 1.242
C -1.958 1.390 1.230
C -2.924 1.343 2.241
C -2.364 1.757 3.452
C -1.015 1.982 3.557
C -0.124 2.077 2.473
C -0.464 2.143 4.935
C -1.179 1.475 6.102
O -2.566 1.792 6.075
B -3.124 1.878 4.794
O -4.493 2.307 4.636
C -0.172 0.904 -1.059
O -1.163 0.285 -1.284
H 0.055 -1.367 -1.179
H 2.516 -3.068 -1.344
H 0.944 -3.655 -0.778
H -0.844 -2.842 -2.581
H 0.555 -3.559 -6.559
H 3.130 -4.207 -3.324
H -0.032 0.182 -3.666
H 1.575 3.001 -2.115
H 2.888 1.831 -1.636
H 2.243 1.657 0.498
H 1.662 3.245 0.266
H -2.263 0.991 0.280
H -3.919 0.979 1.999
H 0.972 2.206 2.583
H -0.515 3.193 5.173
H 0.556 1.782 5.057
H -0.887 1.854 7.113
H -1.105 0.349 6.033
H -5.066 2.608 5.374

[4]
The following is a quantum chemistry calculation of a structure of composition C20H19BrFHgINO, from the Open Molecules 2025 dataset.

Energy = -4028.427295 hartree
E_HOMO (spin up / spin down) = -7.36 / -8.39 eV
Multiplicity = 2
⟨S²⟩ = 0.7732

Geometry (Å):
Hg 0.393 -0.318 -1.850
O -2.051 -2.356 -2.225
C -2.097 -3.073 -1.004
C -1.385 -4.412 -1.187
C 0.085 -4.250 -1.608
C 0.984 -3.951 -0.448
C 1.713 -4.969 0.164
C 2.508 -4.668 1.257
C 2.556 -3.356 1.702
C 1.811 -2.407 1.022
N 1.050 -2.692 -0.024
H -2.672 -1.622 -2.193
H -3.143 -3.256 -0.719
H -1.606 -2.492 -0.212
H -1.908 -4.966 -1.969
H -1.457 -4.970 -0.253
H 0.140 -3.433 -2.332
H 0.418 -5.169 -2.090
H 1.666 -5.978 -0.217
H 3.085 -5.441 1.747
H 3.157 -3.079 2.553
H 1.832 -1.367 1.317
F 3.644 2.817 3.116
C 2.869 2.317 2.121
C 1.744 1.587 2.453
C 0.958 1.071 1.431
C 1.320 1.280 0.114
C 2.453 2.003 -0.203
C 3.233 2.548 0.808
H 1.496 1.417 3.491
H 0.074 0.500 1.684
H 2.746 2.154 -1.232
H 4.104 3.144 0.581
Br -3.925 5.169 -3.283
C -3.068 4.960 -1.603
C -2.990 6.056 -0.757
C -2.363 5.942 0.470
C -1.805 4.733 0.852
C -1.887 3.637 0.014
C -2.524 3.744 -1.211
I -2.663 2.027 -2.435
H -3.427 6.993 -1.071
H -2.308 6.801 1.123
H -1.306 4.634 1.805
H -1.453 2.694 0.303

[5]
The following is a quantum chemistry calculation of a structure of composition C20H19Cl32O2P at a distorted geometry, from the Open Molecules 2025 dataset.

Energy = -15991.020615 hartree
E_HOMO = -8.23 eV
Multiplicity = 1

Geometry (Å):
O 5.658 -0.829 1.540
C 6.233 -0.201 0.611
O 7.602 0.185 0.880
C 5.507 0.204 -0.774
C 4.786 -1.040 -1.495
P 3.227 -1.568 -0.493
C 1.782 -2.214 0.570
C 0.505 -1.195 0.638
C -0.781 -2.059 0.224
C -2.134 -1.227 0.081
C -2.516 0.049 0.866
C -3.920 0.711 0.611
C -4.965 0.125 -0.399
C -4.585 -1.161 -1.187
C -3.196 -1.793 -0.936
H 7.602 0.972 1.476
H 6.323 0.653 -1.446
H 4.693 0.994 -0.576
H 5.526 -1.930 -1.474
H 4.544 -0.838 -2.593
H 3.069 -0.271 0.099
H 2.538 -1.991 -1.706
H 4.067 -2.596 0.108
H 2.095 -2.546 1.632
H 1.410 -3.186 0.055
H 0.397 -0.919 1.754
H 0.662 -0.241 0.034
H -0.553 -2.503 -0.821
H -0.913 -2.895 0.999
H -1.797 0.492 1.634
H -4.260 1.664 1.155
H -5.983 0.587 -0.601
H -5.259 -1.670 -1.954
H -2.936 -2.738 -1.523
C -6.601 0.105 -4.523
Cl -7.460 1.662 -4.561
Cl -5.265 0.137 -5.693
Cl -5.949 -0.178 -2.888
Cl -7.728 -1.203 -4.945
C 2.602 2.271 -2.787
Cl 2.273 0.701 -2.008
Cl 2.431 2.102 -4.547
Cl 1.442 3.477 -2.192
Cl 4.252 2.804 -2.406
C -1.995 -3.185 4.481
Cl -0.292 -2.904 4.905
Cl -3.002 -3.024 5.936
Cl -2.508 -1.992 3.270
Cl -2.177 -4.822 3.813
C -8.481 2.947 -0.677
Cl -8.602 1.216 -1.063
Cl -6.774 3.389 -0.457
Cl -9.171 3.900 -2.009
Cl -9.377 3.284 0.819
C 9.260 3.473 2.516
Cl 10.110 2.991 3.999
Cl 7.532 3.075 2.664
Cl 9.444 5.223 2.270
Cl 9.948 2.604 1.128
C 8.641 5.046 7.020
Cl 7.961 4.042 8.319
Cl 8.441 6.762 7.432
Cl 10.370 4.682 6.836
Cl 7.790 4.699 5.498
C -0.964 -1.819 -4.687
Cl -1.918 -1.686 -3.190
Cl 0.522 -0.857 -4.529
Cl -0.539 -3.522 -4.969
Cl -1.919 -1.213 -6.057
C -9.345 -2.642 -0.741
Cl -9.649 -3.873 0.503
Cl -9.457 -3.387 -2.350
Cl -10.555 -1.347 -0.602
Cl -7.717 -1.963 -0.515

[6]
The following is a quantum chemistry calculation of a structure of composition C20H19F3LiN3O2S2, from the Open Molecules 2025 dataset.

Energy = -2191.909855 hartree
E_HOMO = -7.02 eV
Multiplicity = 1

Geometry (Å):
Li -0.061 1.078 0.719
F -5.853 1.937 2.821
C -4.877 1.339 2.097
F -5.022 0.022 2.300
F -5.169 1.582 0.809
C -3.519 1.855 2.488
C -3.425 2.839 3.450
C -2.182 3.346 3.808
C -1.077 2.832 3.158
N -1.147 1.878 2.237
C -2.342 1.358 1.878
S -2.311 0.136 0.647
H -4.324 3.216 3.919
H -2.080 4.119 4.556
H -0.080 3.200 3.380
N 5.672 -2.147 1.986
C 4.877 -1.353 1.219
O 5.330 -0.561 0.416
C 3.401 -1.528 1.396
C 2.801 -2.689 1.867
C 1.420 -2.739 1.961
C 0.683 -1.628 1.581
N 1.253 -0.509 1.124
C 2.577 -0.468 1.034
H 6.663 -1.995 1.915
H 5.318 -2.634 2.788
H 3.391 -3.559 2.127
H 0.912 -3.626 2.312
H -0.400 -1.609 1.624
H 3.023 0.442 0.652
C -1.971 -2.816 -4.128
C -1.096 -1.737 -3.557
C 0.290 -1.866 -3.551
C 1.092 -0.875 -3.007
C 0.498 0.265 -2.487
C -0.881 0.415 -2.477
C -1.668 -0.591 -3.009
S 1.548 1.499 -1.760
C 1.443 2.739 -3.051
O 0.793 2.124 -0.613
H -1.391 -3.695 -4.405
H -2.490 -2.460 -5.020
H -2.732 -3.121 -3.409
H 0.745 -2.760 -3.959
H 2.169 -0.995 -2.973
H -1.335 1.282 -2.016
H -2.745 -0.490 -2.971
H 0.399 3.022 -3.173
H 1.846 2.332 -3.977
H 2.033 3.594 -2.725